No. 1
Molecular formula: C4H12N3
Method: DFT, the ωB97M-V functional and the def2-TZVPD basis

Last column: Löwdin charge in e.
Geometry (Å):
C 2.215910 1.540111 1.099558  0.22
C 0.773839 1.682710 -0.477966  -0.09
C -1.382001 0.346939 -0.897823  0.00
C -0.010097 0.527347 -0.437899  -0.34
N 1.146799 2.374590 -1.545286  0.15
N 0.521312 -0.559037 0.158817  0.13
N -0.877553 -2.700610 0.949868  0.08
H 2.740669 2.396516 0.903915  -0.04
H 1.875811 1.310026 2.057030  -0.01
H -1.783546 -0.532491 -0.353617  0.09
H -1.319020 0.076725 -1.914090  0.09
H -1.900024 1.282328 -1.021073  0.10
H 1.306840 1.934763 -2.375460  0.09
H 1.776506 3.204336 -1.388508  0.16
H -0.265906 -1.415845 0.516506  0.09
H 1.368652 -0.285701 0.676170  0.06
H -1.494936 -2.960222 0.229725  0.05
H -0.374929 -3.542334 1.296840  0.11
H -1.387375 -2.212286 1.623900  0.05

Cartesian forces (eV/Å) of the 3 atoms listed first:
C -3.238 -1.114 -4.259
C 3.200 0.316 2.451
C -0.082 -0.099 -0.148

molar mass = 102.16 Da
ΔE to the lowest compared entry with this formula, charge and spin = 657.62 kJ/mol
LUMO level (spin up / spin down) = -5.044 / -4.438 eV
total charge = +1

***

No. 2
Molecular formula: C4H12N3
Method: DFT, the ωB97M-V functional and the def2-TZVPD basis

Last column: Löwdin charge in e.
Geometry (Å):
N 1.289671 0.920141 3.129530  0.19
C 0.842952 0.583755 1.943358  -0.17
N 1.255485 -0.434781 1.246498  0.20
H 1.992535 0.407499 3.645534  0.14
H 0.955710 1.766495 3.561880  0.14
H 0.078620 1.202107 1.491563  0.16
H 0.754926 -0.685275 0.388595  0.06
H 1.956914 -1.055258 1.622839  0.15
C -2.071693 -0.016159 -1.610691  -0.05
C -0.594229 -0.217478 -1.468508  -0.47
C 0.290283 0.761999 -1.628153  0.02
N -0.209531 -1.536206 -1.072048  0.05
H -2.602565 -0.268631 -0.691510  0.09
H -2.464942 -0.688468 -2.373985  0.09
H -2.285974 1.008906 -1.885772  0.08
H 1.357673 0.605815 -1.581048  0.06
H -0.065843 1.736188 -1.918990  0.07
H -0.996892 -2.168679 -1.131899  0.09
H 0.516896 -1.921971 -1.667194  0.11

Cartesian forces (eV/Å) of the 3 atoms listed first:
N 0.022 0.258 0.234
C 0.175 -0.163 -0.165
N -0.099 0.268 0.465

molar mass = 102.16 Da
ΔE to the lowest compared entry with this formula, charge and spin = 78.33 kJ/mol
LUMO level = -3.177 eV
total charge = +1

***

Repeat the second record exactly.
Molecular formula: C4H12N3
Method: DFT, the ωB97M-V functional and the def2-TZVPD basis

Last column: Löwdin charge in e.
Geometry (Å):
N 1.289671 0.920141 3.129530  0.19
C 0.842952 0.583755 1.943358  -0.17
N 1.255485 -0.434781 1.246498  0.20
H 1.992535 0.407499 3.645534  0.14
H 0.955710 1.766495 3.561880  0.14
H 0.078620 1.202107 1.491563  0.16
H 0.754926 -0.685275 0.388595  0.06
H 1.956914 -1.055258 1.622839  0.15
C -2.071693 -0.016159 -1.610691  -0.05
C -0.594229 -0.217478 -1.468508  -0.47
C 0.290283 0.761999 -1.628153  0.02
N -0.209531 -1.536206 -1.072048  0.05
H -2.602565 -0.268631 -0.691510  0.09
H -2.464942 -0.688468 -2.373985  0.09
H -2.285974 1.008906 -1.885772  0.08
H 1.357673 0.605815 -1.581048  0.06
H -0.065843 1.736188 -1.918990  0.07
H -0.996892 -2.168679 -1.131899  0.09
H 0.516896 -1.921971 -1.667194  0.11

Cartesian forces (eV/Å) of the 3 atoms listed first:
N 0.022 0.258 0.234
C 0.175 -0.163 -0.165
N -0.099 0.268 0.465

molar mass = 102.16 Da
ΔE to the lowest compared entry with this formula, charge and spin = 78.33 kJ/mol
LUMO level = -3.177 eV
total charge = +1

***

> The highest ΔE to the lowest compared entry with this formula, charge and spin belongs to which entry?

number 1

***

> Look up the molar mass of the first one.

102.16 Da

***

> Number 2 is which compound?

C4H12N3